Below is C4H13LiN2O4 as an isolated structure in a non-equilibrium geometry, with properties calculated with the ωB97M-V functional and the def2-TZVPD basis.

Element x y z (Å)
Li1 -0.6496 0.1157 0.2853
C1 1.7897 0.5049 1.8055
O1 0.4312 0.5774 1.7952
H1 2.2055 -0.5104 2.0313
H2 2.2757 0.7831 0.8365
H3 2.2598 1.1661 2.5646
C2 -2.9566 1.0620 -0.9570
C3 -2.9137 1.4157 0.4949
O2 -2.5285 0.3010 1.2764
O3 -1.6364 0.6933 -1.3444
H4 -3.2770 1.9705 -1.4754
H5 -3.6592 0.2529 -1.1754
H6 -3.8606 1.8477 0.8310
H7 -2.1737 2.2266 0.6006
H8 -2.0719 0.5866 2.0799
H9 -1.5431 0.6557 -2.2981
C4 1.8779 -1.4496 -1.0541
O4 0.8977 -0.7453 -1.2292
N1 1.7902 -2.7312 -0.5821
N2 3.1402 -0.9746 -1.3722
H10 0.9116 -3.0803 -0.2545
H11 2.6232 -3.2461 -0.3614
H12 3.9540 -1.4440 -1.0200
H13 3.1138 0.0223 -1.4774

Properties
2S+1 = 1
LUMO = 0.40 eV
Molecular weight = 160.1 g/mol
Energy relative to the best compared isomer or geometry (same formula, charge and spin) = 0.00 kJ/mol



Below is a 2-piece molecular cluster, C4H13N overall in a non-equilibrium geometry, with properties calculated with the ωB97M-V functional and the def2-TZVPD basis.

Element x y z (Å)
C1 -2.4480 -0.9875 -2.0581
N1 -2.5850 -0.1014 -0.8741
C2 -1.8674 -0.5349 0.2897
H1 -1.4218 -1.1010 -2.4819
H2 -2.9249 -1.9613 -1.8009
H3 -2.8809 -0.5777 -2.9463
H4 -3.4664 0.1763 -0.7648
H5 -2.3348 -1.4575 0.5462
H6 -1.8457 0.2337 1.1292
H7 -0.7814 -0.8058 -0.1455
C3 2.4187 0.6977 0.4808
C4 3.1679 1.1694 1.7501
H8 2.6877 -0.3939 0.3555
H9 2.6787 1.1695 -0.4662
H10 1.3866 0.7764 0.8473
H11 4.2389 0.8736 1.5607
H12 3.0797 2.2583 1.9277
H13 2.8980 0.5662 2.6506

Properties
2S+1 = 1
LUMO = 1.10 eV
Molecular weight = 75.2 g/mol
Energy relative to the best compared isomer or geometry (same formula, charge and spin) = 133.09 kJ/mol



Below is a 2-piece molecular cluster, C4H13N2 overall in a non-equilibrium geometry, with properties calculated with the ωB97M-V functional and the def2-TZVPD basis.

Element x y z (Å)
C1 -0.9405 2.6086 0.2845
N1 -0.9602 1.1804 0.8381
H1 -0.6129 3.3008 1.0494
H2 -0.1141 2.6277 -0.4688
H3 -1.9162 2.8250 -0.0762
H4 -1.8512 1.0180 1.2745
H5 -0.2248 0.9728 1.5283
H6 -0.7858 0.4755 0.0600
C2 1.6341 -0.6384 0.4985
C3 0.5393 -1.0804 -0.4318
C4 0.0101 -0.2690 -1.4118
N2 -0.0143 -2.3322 -0.2081
H7 2.4500 -1.3628 0.4267
H8 1.3019 -0.7346 1.5079
H9 2.0816 0.3264 0.2714
H10 -0.7765 -0.5807 -2.1292
H11 0.5797 0.5934 -1.7960
H12 0.2564 -2.7688 0.6605
H13 -1.0252 -2.3549 -0.3550

Properties
Total charge = +1
2S+1 = 1
LUMO = -3.38 eV
Molecular weight = 89.2 g/mol
Energy relative to the best compared isomer or geometry (same formula, charge and spin) = 150.91 kJ/mol



| no. | electronic energy (eV) |
| --- | --- |
| 1 | -15735.3791 |
| 2 | -5847.2519 |
| 3 | -7331.9231 |